<P>
# C12H43BO13

A cluster of 8 separate species, C12H43BO13 in total (ωB97M-V with the def2-TZVPD basis set, the OMol25 dataset).

The calculation puts the highest occupied orbital energy at -7.34 eV. The value obtained for the HOMO-LUMO gap is 5.48 eV.

Atoms and positions in Å:
O  -7.41  2.97  -1.78
O  -0.08  3.62  6.07
O  -0.36  -0.33  0.33
O  0.66  -8.95  -3.35
O  4.16  -0.42  0.45
O  3.18  2.11  1.18
O  3.64  4.80  -3.79
O  1.56  5.93  5.02
O  -1.23  -4.26  3.90
O  2.00  -6.39  -2.65
O  3.59  4.11  -6.69
O  -3.96  4.11  -1.13
O  -3.25  -5.82  2.44
C  -2.31  -5.02  4.47
C  -3.51  -5.00  3.62
C  -6.15  3.14  -1.21
C  0.30  5.99  5.74
C  -5.34  4.48  -1.30
C  5.03  0.63  0.80
C  4.00  3.27  -5.62
C  -0.64  4.77  5.39
C  4.38  1.64  1.68
C  0.42  -8.03  -2.30
C  1.66  -7.31  -1.67
C  3.25  3.53  -4.38
B  -1.91  -2.56  -3.48
H  2.15  6.53  5.47
H  5.08  3.20  -5.56
H  2.53  -7.95  -1.48
H  -0.65  4.64  4.31
H  2.17  3.67  -4.47
H  -5.73  5.14  -0.52
H  -0.09  0.59  0.21
H  -2.96  -5.14  1.83
H  -1.91  -3.34  -4.22
H  1.14  -5.98  -2.71
H  4.43  1.32  2.72
H  3.60  5.42  -4.52
H  -0.09  -8.59  -1.52
H  -4.43  -5.40  4.04
H  2.68  3.90  -6.92
H  5.97  0.30  1.25
H  -1.68  4.94  5.66
H  -0.26  6.92  5.59
H  -0.33  -7.33  -2.66
H  -6.24  3.01  -0.13
H  0.43  -0.83  0.56
H  -5.46  2.37  -1.55
H  -0.89  -2.24  -3.36
H  -7.37  3.14  -2.73
H  3.40  2.74  -3.66
H  5.55  0.99  -0.09
H  0.40  5.91  6.82
H  -1.01  -3.62  4.58
H  1.35  -8.73  -3.98
H  3.72  2.31  -6.06
H  -1.83  -5.99  4.64
H  3.22  3.07  1.20
H  -3.74  -3.94  3.50
H  -5.42  4.93  -2.29
H  -2.25  -2.80  -2.48
H  -2.48  -4.72  5.50
H  4.64  -1.13  0.02
H  -3.41  4.87  -1.31
H  5.03  2.51  1.69
H  -2.47  -1.70  -3.81
H  1.39  -6.86  -0.71
H  -0.74  -0.72  -0.46
H  0.86  3.58  5.89



<Q>
# C12H43BO13

A structure of composition C12H43BO13 (ωB97M-V with the def2-TZVPD basis set, the OMol25 dataset).

The calculation puts the highest occupied orbital energy at -9.14 eV. The value obtained for the HOMO-LUMO gap is 8.95 eV.

Atoms and positions in Å:
O  23.25  10.14  7.52
O  17.14  2.88  6.05
O  19.71  4.32  8.52
O  19.94  5.53  6.23
O  19.73  6.81  11.42
O  16.19  4.82  8.24
O  20.41  2.71  10.84
O  23.21  6.44  8.31
O  18.12  9.34  11.05
O  18.40  7.72  9.68
O  21.35  6.43  10.90
O  21.49  7.55  8.37
O  19.18  8.14  7.38
C  19.50  6.72  5.58
C  18.86  4.08  9.59
C  17.38  4.99  7.39
C  21.85  9.90  7.41
C  23.38  6.92  9.60
C  19.16  9.07  12.00
C  21.28  8.95  8.47
C  17.95  3.61  6.98
C  22.71  6.07  10.66
C  20.23  8.09  11.45
C  19.76  3.97  10.87
C  20.03  7.95  6.26
B  19.96  6.49  8.89
H  20.19  9.03  8.38
H  20.60  7.20  8.40
H  19.21  7.20  9.62
H  19.60  10.01  12.35
H  19.01  6.26  8.43
H  19.86  5.27  8.48
H  15.46  4.56  7.67
H  19.26  7.41  7.99
H  18.33  8.22  10.50
H  21.43  10.90  7.47
H  17.61  7.18  9.56
H  20.04  8.77  5.55
H  18.21  4.95  9.72
H  20.39  6.22  11.03
H  22.92  5.01  10.53
H  21.24  8.17  11.84
H  18.59  8.67  12.84
H  17.73  10.18  11.29
H  23.20  6.33  11.60
H  20.29  8.32  10.39
H  18.07  2.95  7.84
H  22.45  6.89  7.93
H  21.45  9.28  9.50
H  24.47  7.01  9.66
H  20.01  5.89  9.79
H  21.04  2.71  10.12
H  20.40  4.83  11.08
H  23.05  7.96  9.54
H  21.70  9.40  6.45
H  17.15  5.71  6.60
H  21.07  7.88  6.58
H  19.13  3.94  11.76
H  23.82  9.37  7.49
H  18.26  3.19  9.38
H  19.71  6.73  4.51
H  20.01  7.54  9.09
H  19.71  5.61  7.16
H  16.47  2.41  6.55
H  18.93  3.74  6.52
H  20.92  6.52  10.05
H  20.73  6.19  8.19
H  18.41  6.81  5.54
H  18.18  5.46  7.95



<R>
# C12H43BO13

A cluster of 8 separate species, C12H43BO13 in total (ωB97M-V with the def2-TZVPD basis set, the OMol25 dataset).

The calculation puts the highest occupied orbital energy at -8.83 eV. The value obtained for the HOMO-LUMO gap is 9.12 eV.

Atoms and positions in Å:
O  2.79  0.08  -0.45
O  -1.74  -4.27  -0.39
O  3.17  4.27  -2.38
O  0.76  0.04  2.78
O  -1.88  -0.81  2.21
O  -3.16  0.51  -2.28
O  0.16  -5.10  1.79
O  0.65  -0.39  -2.42
O  -4.46  -3.60  -1.05
O  -4.24  3.01  -0.86
O  0.62  -2.61  0.48
O  0.10  0.14  0.22
O  3.62  2.68  0.30
C  -4.25  1.64  -0.44
C  -2.15  -3.25  -1.30
C  4.44  3.88  -1.76
C  0.66  -3.99  2.42
C  2.99  -0.07  -1.85
C  4.32  3.86  -0.21
C  -1.65  0.37  2.91
C  1.78  0.44  -2.64
C  -3.46  -2.63  -0.89
C  1.47  -3.16  1.49
C  -2.99  1.00  -0.94
C  -0.30  0.09  3.73
B  0.68  2.92  0.37
H  5.30  3.72  0.26
H  0.41  1.04  0.15
H  -0.18  0.90  4.45
H  -0.39  3.07  0.43
H  2.70  2.94  0.43
H  0.97  2.17  1.10
H  -3.71  -1.82  -1.57
H  -2.16  -3.70  -2.29
H  -2.44  0.61  3.63
H  -0.75  -4.87  1.60
H  -1.48  1.15  2.17
H  5.20  4.59  -2.11
H  0.08  -3.25  0.01
H  0.65  -1.11  -3.06
H  -0.43  -0.89  4.20
H  3.13  0.95  -0.24
H  1.70  1.47  -2.31
H  3.82  0.59  -2.08
H  1.54  -0.25  3.27
H  2.04  0.38  -3.70
H  3.33  -1.05  -2.19
H  0.78  2.46  -0.60
H  -2.13  -1.56  2.75
H  -3.39  -2.40  0.18
H  -3.45  1.21  -2.86
H  0.42  -0.38  -0.52
H  -5.30  -3.13  -1.04
H  1.23  -4.16  3.34
H  -2.47  -4.89  -0.35
H  -0.24  -3.58  2.87
H  4.84  3.02  -2.31
H  3.91  4.75  0.27
H  -2.09  1.57  -0.70
H  -5.01  3.19  -1.40
H  2.28  -3.76  1.08
H  1.89  -2.27  1.96
H  0.41  -0.23  1.05
H  -5.03  1.00  -0.86
H  -2.84  0.12  -0.32
H  3.31  4.40  -3.32
H  1.18  3.87  0.43
H  -1.33  -2.52  -1.29
H  -4.24  1.56  0.64



Most stable structure - <R>; separation to the second - 0.1940 hartree.